No. 1
{
  "formula": "CH7N2O2",
  "method": "ωB97M-V/def2-TZVPD",
  "symbols": ["C", "N", "N", "O", "O", "H", "H", "H", "H", "H", "H", "H"],
  "positions_angstrom": [[0.7249, 0.0045, 0.2940], [1.1866, 2.3991, 0.5583], [-0.4976, -0.0921, -0.1888], [-1.7281, -2.1996, -0.6974], [1.4242, 0.9971, 0.6680], [1.2990, -0.8307, 0.4157], [1.2324, 2.8515, 1.4421], [1.9740, 2.6994, 0.0153], [-1.2867, 0.5992, -0.2271], [-0.6649, -1.0972, -0.4125], [-1.5057, -3.0743, -0.3083], [-2.1582, -2.2571, -1.5592]],
  "nbo_charge": [0.564, -0.489, -0.718, -0.963, -0.312, 0.204, 0.383, 0.378, 0.463, 0.456, 0.516, 0.517],
  "lumo_ha": -0.13350,
  "de_lowest_kj_mol": 362.7,
  "homo_lumo_gap_ev": 11.59,
  "charge": 1
}



No. 2
{
  "formula": "C3H7OS",
  "method": "ωB97M-V/def2-TZVPD",
  "symbols": ["C", "S", "H", "H", "H", "O", "C", "C", "H", "H", "H", "H"],
  "positions_angstrom": [[0.0955, -2.5518, 0.7363], [0.3643, -0.9242, -0.0929], [1.0912, -2.9955, 0.8739], [-0.2693, -2.4127, 1.7425], [-0.5072, -3.0955, 0.0134], [-1.5391, 1.4691, -0.2342], [-0.3639, 1.2614, -0.6055], [0.7799, 1.9908, 0.1141], [-0.0824, 0.9873, -1.6256], [0.7781, 3.0564, -0.1168], [1.7200, 1.5265, -0.1832], [0.6839, 1.7661, 1.1862]],
  "nbo_charge": [-0.725, -0.600, 0.183, 0.182, 0.194, -0.668, 0.397, -0.714, 0.117, 0.192, 0.216, 0.226],
  "lumo_ha": 0.15406,
  "de_lowest_kj_mol": 143.1,
  "homo_lumo_gap_ev": 6.78,
  "charge": -1
}



No. 3
{
  "formula": "C4H11NO2",
  "method": "ωB97M-V/def2-TZVPD",
  "symbols": ["C", "C", "O", "H", "H", "H", "H", "H", "H", "C", "C", "O", "N", "H", "H", "H", "H", "H"],
  "positions_angstrom": [[-1.0261, -0.9844, 1.5546], [-1.3461, 0.4640, 2.1121], [-1.5944, -0.8254, 0.2979], [-0.0244, -1.2211, 1.3699], [-1.4586, -1.7317, 2.0869], [-0.4182, 1.0362, 2.0257], [-2.2074, -1.4364, 0.0357], [-1.6734, 0.6142, 3.0839], [-1.9830, 1.0162, 1.4035], [1.0619, 1.3018, -0.9722], [1.7249, 0.2698, -1.8201], [2.8625, 0.4793, -2.1658], [1.1385, -0.9927, -2.0895], [1.9537, 1.8572, -0.3961], [0.4831, 1.0190, -0.1606], [1.5273, -1.6170, -2.8690], [0.2384, -1.2940, -1.8744], [0.7414, 2.0451, -1.6224]],
  "nbo_charge": [-0.057, -0.638, -0.744, 0.169, 0.163, 0.201, 0.471, 0.207, 0.230, -0.712, 0.674, -0.602, -0.853, 0.234, 0.228, 0.398, 0.389, 0.240],
  "lumo_ha": 0.02277,
  "smiles": "CC(N)=O.CCO",
  "de_lowest_kj_mol": 213.8,
  "homo_lumo_gap_ev": 10.25
}



No. 4
{
  "formula": "C3H8OSi",
  "method": "ωB97M-V/def2-TZVPD",
  "symbols": ["C", "C", "C", "O", "Si", "H", "H", "H", "H", "H", "H", "H", "H"],
  "positions_angstrom": [[1.5106, -0.8639, -0.6332], [0.5705, 0.0231, -0.7336], [0.2855, 1.1855, -1.5464], [-0.6967, 0.0943, 0.5261], [-0.7751, 0.2441, 2.1165], [1.6231, -1.5318, 0.2569], [2.2453, -0.9117, -1.4768], [1.1466, 1.8238, -1.5832], [0.1367, 0.9791, -2.6138], [-0.6555, 1.7464, -1.2825], [-1.8703, 1.4088, 2.1518], [-1.2026, -1.0544, 2.9272], [0.4960, 0.6870, 2.6476]],
  "nbo_charge": [-0.491, 0.420, -0.723, -1.049, 1.238, 0.251, 0.238, 0.240, 0.242, 0.275, -0.200, -0.208, -0.232],
  "lumo_ha": 0.02927,
  "de_lowest_kj_mol": 246.7,
  "homo_lumo_gap_ev": 10.65
}



No. 5
{
  "formula": "C21H37N2O4P",
  "method": "ωB97M-V/def2-TZVPD",
  "symbols": ["C", "C", "C", "P", "C", "C", "C", "O", "N", "C", "C", "C", "C", "C", "C", "C", "N", "C", "O", "C", "C", "C", "O", "H", "H", "H", "H", "H", "H", "H", "H", "H", "H", "H", "H", "H", "H", "H", "H", "H", "H", "H", "H", "H", "H", "H", "H", "H", "H", "H", "H", "H", "C", "C", "C", "O", "C", "H", "H", "H", "H", "H", "H", "H", "H"],
  "positions_angstrom": [[-3.2805, -0.4427, -1.7279], [-3.3087, -1.5656, -0.9814], [-2.2813, -1.9285, 0.1671], [-0.6427, -1.0166, 0.0497], [0.9485, -1.4474, 0.9735], [2.2642, -1.0301, 0.1752], [2.2079, 0.4450, -0.3406], [1.6374, 1.3001, 0.2907], [2.9266, 0.7097, -1.5988], [2.0802, 1.3951, -2.5616], [1.8986, 2.8471, -2.5269], [1.0768, 3.5309, -3.5265], [0.4520, 2.7245, -4.5788], [0.5987, 1.2670, -4.6245], [1.4258, 0.6080, -3.6088], [-1.1772, 0.0331, 1.5560], [-2.4009, 0.8676, 1.2845], [-2.0303, 2.1644, 0.6508], [-0.1541, -1.8066, -1.4175], [0.1844, -3.1878, -1.2751], [-0.5279, -3.9751, -2.4566], [-0.1707, -3.4143, -3.8759], [-1.9362, -4.1069, -2.2597], [-4.0828, -0.3135, -2.5006], [-2.5069, 0.3508, -1.6688], [-4.1156, -2.3295, -1.1337], [-2.1994, -3.0497, 0.1380], [-2.8354, -1.7041, 1.1234], [-0.6206, 0.2122, -0.6964], [1.0095, -0.8599, 1.9343], [1.0029, -2.5230, 1.3092], [3.1361, -1.1268, 0.8876], [2.4441, -1.6809, -0.7185], [3.7341, 1.3008, -1.3880], [2.3922, 3.4436, -1.7269], [0.9637, 4.6362, -3.4660], [-0.1532, 3.2224, -5.3682], [0.1369, 0.6427, -5.4241], [1.5665, -0.5016, -3.6306], [-1.3260, -0.6654, 2.4212], [-0.3777, 0.7915, 1.8239], [-2.7023, 1.1304, 2.2314], [-2.1581, 3.0547, 1.3205], [-2.7289, 2.3057, -0.2275], [-0.9786, 2.1481, 0.2451], [1.2895, -3.3434, -1.4667], [-0.1383, -3.6636, -0.3153], [-0.0964, -5.0238, -2.4079], [0.8938, -3.0979, -4.0008], [-0.8621, -2.5889, -4.2061], [-0.3353, -4.2475, -4.6233], [-2.4139, -3.8518, -3.0688], [1.7828, 1.2557, 5.5149], [1.4225, 2.7217, 5.3721], [0.3000, 2.6698, 4.3515], [-0.3678, 1.4141, 4.5335], [0.4259, 0.5861, 5.3917], [2.2919, 1.0167, 6.4491], [2.4278, 0.9495, 4.6857], [1.0450, 3.1057, 6.3244], [2.2555, 3.3509, 5.0575], [0.6909, 2.6977, 3.3282], [-0.4156, 3.4854, 4.4727], [-0.0778, 0.5282, 6.3628], [0.4904, -0.4205, 4.9727]],
  "nbo_charge": [-0.422, -0.146, -0.771, 1.456, -0.724, -0.507, 0.740, -0.545, -0.725, 0.132, -0.233, -0.217, -0.220, -0.217, -0.211, -0.585, -0.660, -0.438, -0.847, -0.098, 0.101, -0.653, -0.729, 0.199, 0.204, 0.205, 0.251, 0.248, -0.029, 0.242, 0.246, 0.240, 0.236, 0.390, 0.221, 0.225, 0.218, 0.224, 0.232, 0.195, 0.195, 0.358, 0.190, 0.192, 0.201, 0.174, 0.183, 0.150, 0.221, 0.218, 0.210, 0.478, -0.431, -0.430, -0.070, -0.541, -0.066, 0.217, 0.201, 0.201, 0.218, 0.174, 0.184, 0.166, 0.181],
  "lumo_ha": 0.02101,
  "smiles": "C=CC[PH](CCC(=O)Nc1ccccc1)(CNC)OC[C@H](C)O.C1CCOC1",
  "de_lowest_kj_mol": 233.6,
  "homo_lumo_gap_ev": 8.50
}



No. 6
{
  "formula": "CH2IN2PS",
  "method": "ωB97M-V/def2-TZVPD",
  "symbols": ["C", "N", "N", "P", "S", "I", "H", "H"],
  "positions_angstrom": [[-0.4422, -0.9659, -0.9946], [-0.1718, -1.1976, 0.3084], [0.1698, -0.3464, 1.0861], [0.1882, 1.3061, 0.9354], [0.3542, -1.5501, -2.3420], [-2.5125, -0.1816, -1.1365], [1.1545, 1.4558, 0.0005], [1.2597, 1.4797, 2.1427]],
  "nbo_charge": [-0.147, -0.170, -0.388, 0.523, 0.091, 0.120, -0.034, 0.005],
  "lumo_ha": -0.05247,
  "smiles": "P/N=N\\C(=S)I",
  "de_lowest_kj_mol": 319.6,
  "homo_lumo_gap_ev": 7.61
}